Entry 1:
Formula: C23H22BF4N5O3OsS
Source: the Open Molecules 2025 dataset
Level of theory: wB97M-V/def2-TZVPD

energy relative to the best compared isomer or geometry (same formula, charge and spin): 42.7 kJ/mol
Kohn-Sham gap (alpha / beta): 8.08 / 5.98 eV
spin multiplicity: 5
calculated total energy: -62640.93816 eV
total charge: +2

CARTESIAN COORDINATES (ANGSTROEM)
Os (0.0282, -0.2041, -1.2101)
C (-1.3455, 2.4453, -2.7228)
N (-0.0560, 2.1566, -2.1037)
C (1.1651, 2.4120, -2.8623)
C (2.2142, 1.4832, -2.3400)
N (1.9169, 0.3291, -1.7461)
C (3.1279, -0.3247, -1.4447)
C (3.3792, -1.5500, -0.8438)
C (4.7050, -1.9072, -0.7101)
C (5.7424, -1.0733, -1.1615)
C (5.4911, 0.1429, -1.7626)
C (4.1556, 0.4942, -1.8926)
N (3.5288, 1.6205, -2.4441)
C (-2.3347, 1.4625, -2.1880)
N (-1.9903, 0.2546, -1.7555)
C (-3.1837, -0.4364, -1.4613)
C (-3.4122, -1.7357, -1.0292)
C (-4.7275, -2.1160, -0.8736)
C (-5.7886, -1.2338, -1.1375)
C (-5.5675, 0.0530, -1.5754)
C (-4.2397, 0.4242, -1.7327)
N (-3.6531, 1.6107, -2.1851)
H (-1.2639, 2.2968, -3.8008)
H (-1.6783, 3.4703, -2.5523)
H (-0.0020, 2.5265, -1.1590)
H (1.5024, 3.4486, -2.8104)
H (0.9858, 2.1731, -3.9124)
H (2.5792, -2.1997, -0.5072)
H (4.9534, -2.8560, -0.2540)
H (6.7679, -1.3956, -1.0388)
H (6.2925, 0.7794, -2.1147)
H (3.9963, 2.4034, -2.8781)
H (-2.5984, -2.4164, -0.8218)
H (-4.9498, -3.1219, -0.5435)
H (-6.8061, -1.5752, -1.0020)
H (-6.3852, 0.7280, -1.7907)
H (-4.1492, 2.4412, -2.4720)
F (0.0401, -1.4128, -2.6293)
B (0.1202, -3.8669, -1.6078)
F (1.3179, -4.2170, -2.0126)
F (0.0235, -3.0624, -0.5323)
F (-0.9764, -4.3685, -2.1137)
C (1.0306, 0.1098, 6.8873)
C (0.5280, 0.2214, 5.4745)
C (-0.7770, -0.1434, 5.1463)
C (-1.2475, -0.0362, 3.8522)
C (-0.3805, 0.4390, 2.8743)
C (0.9298, 0.8106, 3.1630)
C (1.3672, 0.7003, 4.4681)
S (-1.0050, 0.5471, 1.2693)
O (-2.1292, 1.4153, 1.1737)
O (-1.1817, -0.8112, 0.6804)
O (0.1644, 1.0550, 0.3603)
H (0.2744, -0.3000, 7.5528)
H (1.3257, 1.0896, 7.2663)
H (1.9129, -0.5301, 6.9323)
H (-1.4358, -0.5134, 5.9216)
H (-2.2669, -0.3114, 3.6078)
H (1.5852, 1.1832, 2.3883)
H (2.3800, 0.9917, 4.7173)

Atomic charges from the Löwdin analysis, expressed in e, are listed below: Os 1.918; C -0.066; N -0.098; C -0.067; C -0.256; N -0.042; C -0.187; C 0.007; C -0.031; C -0.034; C 0.020; C -0.150; N 0.218; C -0.276; N -0.007; C -0.199; C 0.001; C -0.031; C -0.039; C 0.016; C -0.152; N 0.220; H 0.149; H 0.151; H 0.122; H 0.150; H 0.151; H 0.107; H 0.124; H 0.124; H 0.130; H 0.194; H 0.104; H 0.122; H 0.122; H 0.127; H 0.192; F -0.389; B -0.872; F 0.294; F 0.180; F 0.303; C -0.024; C -0.232; C -0.003; C -0.029; C -0.303; C -0.040; C -0.012; S 0.611; O -0.217; O -0.385; O -0.495; H 0.085; H 0.097; H 0.095; H 0.128; H 0.132; H 0.111; H 0.129

Entry 2:
Formula: C31H30Cl2N3O3Pt
Source: the Open Molecules 2025 dataset
Level of theory: wB97M-V/def2-TZVPD

energy relative to the best compared isomer or geometry (same formula, charge and spin): 75.6 kJ/mol
Kohn-Sham gap (alpha / beta): 7.49 / 7.05 eV
spin multiplicity: 5
calculated total energy: -71530.46728 eV
total charge: +1

CARTESIAN COORDINATES (ANGSTROEM)
Pt (-0.1607, -0.3076, -0.9847)
O (1.5990, 0.1137, 0.7405)
C (1.7377, 1.5240, 1.0452)
C (0.8358, 2.3523, 0.0667)
O (0.8263, 3.5512, 0.1806)
O (0.1394, 1.6942, -0.8210)
C (3.1880, 1.9849, 0.8450)
C (3.5285, 3.3139, 1.0920)
C (4.8237, 3.7683, 0.9083)
C (5.8231, 2.9073, 0.4787)
C (5.5085, 1.5819, 0.2428)
C (4.2058, 1.1304, 0.4249)
C (1.2566, 1.7183, 2.4847)
C (0.8861, 2.9624, 2.9893)
C (0.4624, 3.0939, 4.3052)
C (0.3986, 1.9941, 5.1464)
C (0.7727, 0.7514, 4.6583)
C (1.2000, 0.6180, 3.3431)
H (2.4641, -0.2359, 0.5051)
H (2.7684, 4.0113, 1.4086)
H (5.0503, 4.8087, 1.1046)
H (6.8344, 3.2638, 0.3344)
H (6.2743, 0.8863, -0.0760)
H (4.0523, 0.0722, 0.2347)
H (0.8830, 3.8317, 2.3492)
H (0.1772, 4.0726, 4.6700)
H (0.0647, 2.1038, 6.1699)
H (0.7442, -0.1183, 5.3027)
H (1.5065, -0.3553, 2.9861)
C (-2.9986, -0.2654, -4.4899)
C (-1.8481, -0.1123, -3.7061)
N (-1.9042, -0.0091, -2.3937)
C (-3.1030, -0.0549, -1.7690)
C (-4.3008, -0.1865, -2.4715)
C (-4.2208, -0.3038, -3.8719)
C (-5.5484, -0.1799, -1.7536)
C (-5.5725, -0.0420, -0.4132)
C (-4.3500, 0.0794, 0.3365)
C (-4.3146, 0.2253, 1.7370)
C (-3.1115, 0.3467, 2.3796)
C (-1.9308, 0.2964, 1.6263)
N (-1.9504, 0.1503, 0.3181)
C (-3.1293, 0.0552, -0.3354)
H (-2.9065, -0.3429, -5.5645)
H (-0.8651, -0.0522, -4.1574)
H (-5.1318, -0.4187, -4.4472)
H (-6.4678, -0.2730, -2.3185)
H (-6.5118, -0.0152, 0.1255)
H (-5.2459, 0.2457, 2.2914)
H (-3.0504, 0.4760, 3.4510)
H (-0.9602, 0.3898, 2.0968)
Cl (1.5652, -0.7092, -5.3844)
C (2.7721, -0.3220, -4.1612)
Cl (2.0423, 0.3650, -2.6851)
H (3.4407, 0.4346, -4.5497)
H (3.2978, -1.2286, -3.8945)
C (-1.5479, -4.1126, -0.3613)
C (-0.1354, -3.5872, -0.6755)
C (0.7731, -3.7243, 0.5561)
C (0.4625, -4.3494, -1.8721)
N (-0.2428, -2.2131, -1.0109)
H (-1.4892, -5.1805, -0.1515)
H (-2.2144, -3.9567, -1.2109)
H (-1.9630, -3.6026, 0.5097)
H (0.8464, -4.7775, 0.8269)
H (0.3643, -3.1688, 1.4015)
H (1.7753, -3.3496, 0.3402)
H (0.5049, -5.4117, -1.6331)
H (1.4722, -3.9963, -2.0868)
H (-0.1526, -4.2120, -2.7623)

Atomic charges from the Löwdin analysis, expressed in e, are listed below: Pt 1.254; O -0.126; C -0.287; C -0.552; O 0.096; O -0.253; C -0.112; C -0.010; C -0.051; C -0.076; C -0.074; C -0.041; C -0.142; C -0.019; C -0.059; C -0.082; C -0.077; C -0.049; H 0.056; H 0.106; H 0.112; H 0.108; H 0.107; H 0.101; H 0.105; H 0.110; H 0.106; H 0.105; H 0.111; C -0.013; C -0.089; N 0.009; C -0.142; C -0.127; C 0.022; C 0.000; C 0.001; C -0.126; C 0.024; C -0.003; C -0.058; N 0.019; C -0.142; H 0.119; H 0.068; H 0.130; H 0.125; H 0.125; H 0.130; H 0.120; H 0.103; Cl 0.553; C -0.947; Cl 0.594; H 0.035; H 0.031; C -0.033; C -0.716; C -0.034; C -0.032; N 0.002; H 0.093; H 0.085; H 0.082; H 0.095; H 0.083; H 0.083; H 0.093; H 0.083; H 0.086